13 unconnected molecules or ions with the total composition C39H104O39S13 in a non-equilibrium geometry. Source: the OMol25 dataset; level of theory: wB97M-V/def2-TZVPD.

Last columns: bonded neighbours and bond lengths (Å).
CARTESIAN COORDINATES (ANGSTROEM)
1 O -4.023 5.165 -6.259  S2 1.451
2 S -3.589 4.140 -5.327  O1 1.451, O3 1.472, O4 1.688, C7 1.839
3 O -2.454 4.298 -4.404  S2 1.472
4 O -4.949 3.663 -4.447  S2 1.688, C5 1.415
5 C -4.735 3.197 -3.128  O4 1.415, C6 1.522, H8 1.090, H9 1.090
6 C -4.006 1.869 -2.980  C5 1.522, H10 1.090, H11 1.090, H12 1.090
7 C -3.354 2.591 -6.290  S2 1.839, H13 1.090, H14 1.090, H15 1.090
8 H -5.714 3.138 -2.651  C5 1.090
9 H -4.163 3.934 -2.565  C5 1.090
10 H -4.491 1.019 -3.461  C6 1.090
11 H -3.763 1.606 -1.951  C6 1.090
12 H -3.056 2.062 -3.478  C6 1.090
13 H -2.371 2.668 -6.755  C7 1.090
14 H -4.146 2.427 -7.021  C7 1.090
15 H -3.361 1.762 -5.582  C7 1.090
16 O -0.572 -0.360 -6.985  S17 1.473
17 S -1.300 -1.142 -5.972  O16 1.473, O18 1.446, O19 1.728, C22 1.865
18 O -2.736 -1.068 -5.815  S17 1.446
19 O -0.975 -2.836 -6.074  S17 1.728, C20 1.406
20 C 0.331 -3.226 -6.415  O19 1.406, C21 1.543, H23 1.090, H24 1.090
21 C 0.919 -3.979 -5.203  C20 1.543, H25 1.090, H26 1.090, H27 1.090
22 C -0.416 -0.776 -4.371  S17 1.865, H28 1.090, H29 1.090, H30 1.090
23 H 1.012 -2.376 -6.449  C20 1.090
24 H 0.376 -3.804 -7.338  C20 1.090
25 H 0.632 -5.028 -5.273  C21 1.090
26 H 0.583 -3.550 -4.259  C21 1.090
27 H 2.009 -3.996 -5.174  C21 1.090
28 H 0.651 -0.941 -4.523  C22 1.090
29 H -0.657 -1.493 -3.587  C22 1.090
30 H -0.652 0.250 -4.090  C22 1.090
31 O 3.593 -4.035 -2.497  S32 1.477
32 S 3.113 -2.695 -2.103  O31 1.477, O33 1.450, O34 1.707, C37 1.842
33 O 1.726 -2.371 -2.376  S32 1.450
34 O 3.314 -2.440 -0.427  S32 1.707, C35 1.421
35 C 4.404 -3.045 0.256  O34 1.421, C36 1.584, H38 1.090, H39 1.090
36 C 4.329 -2.642 1.786  C35 1.584, H40 1.090, H41 1.090, H42 1.090
37 C 4.269 -1.417 -2.754  S32 1.842, H43 1.090, H44 1.090, H45 1.090
38 H 5.369 -2.766 -0.165  C35 1.090
39 H 4.331 -4.132 0.221  C35 1.090
40 H 5.000 -3.312 2.326  C36 1.090
41 H 3.341 -2.732 2.237  C36 1.090
42 H 4.677 -1.611 1.844  C36 1.090
43 H 4.031 -1.359 -3.816  C37 1.090
44 H 5.299 -1.750 -2.622  C37 1.090
45 H 4.128 -0.560 -2.095  C37 1.090
46 O 5.146 1.126 -0.342  S47 1.464
47 S 4.958 2.188 -1.333  O46 1.464, O48 1.462, O49 1.690, C52 1.839
48 O 5.036 1.873 -2.759  S47 1.462
49 O 3.544 3.062 -1.027  S47 1.690, C50 1.409
50 C 3.323 3.386 0.326  O49 1.409, C51 1.512, H53 1.090, H54 1.090
51 C 1.888 3.808 0.546  C50 1.512, H55 1.090, H56 1.090, H57 1.090
52 C 6.307 3.412 -1.081  S47 1.839, H58 1.090, H59 1.090, H60 1.090
53 H 4.040 4.152 0.619  C50 1.090
54 H 3.477 2.510 0.956  C50 1.090
55 H 1.663 3.995 1.596  C51 1.090
56 H 1.189 3.065 0.162  C51 1.090
57 H 1.517 4.713 0.066  C51 1.090
58 H 7.163 2.948 -1.571  C52 1.090
59 H 6.530 3.620 -0.035  C52 1.090
60 H 6.014 4.285 -1.663  C52 1.090
61 O -2.217 -3.074 -3.163  S62 1.458
62 S -2.855 -4.319 -3.576  O61 1.458, O63 1.490, O64 1.699, C67 1.811
63 O -2.102 -5.559 -3.912  S62 1.490
64 O -4.079 -4.708 -2.464  S62 1.699, C65 1.433
65 C -4.738 -3.664 -1.736  O64 1.433, C66 1.559, H68 1.090, H69 1.090
66 C -5.810 -4.402 -0.877  C65 1.559, H70 1.090, H71 1.090, H72 1.090
67 C -3.950 -3.968 -4.975  S62 1.811, H73 1.090, H74 1.090, H75 1.090
68 H -5.121 -2.893 -2.404  C65 1.090
69 H -3.935 -3.315 -1.088  C65 1.090
70 H -6.508 -4.997 -1.466  C66 1.090
71 H -6.357 -3.640 -0.322  C66 1.090
72 H -5.379 -5.107 -0.167  C66 1.090
73 H -4.302 -2.938 -4.914  C67 1.090
74 H -4.747 -4.709 -4.916  C67 1.090
75 H -3.395 -4.185 -5.887  C67 1.090
76 O -4.110 -1.594 2.452  S77 1.434
77 S -5.116 -1.104 1.556  O76 1.434, O78 1.435, O79 1.657, C82 1.841
78 O -5.000 -1.138 0.126  S77 1.435
79 O -6.582 -1.752 1.976  S77 1.657, C80 1.458
80 C -6.932 -2.031 3.363  O79 1.458, C81 1.565, H83 1.090, H84 1.090
81 C -8.297 -1.330 3.675  C80 1.565, H85 1.090, H86 1.090, H87 1.090
82 C -5.508 0.647 1.967  S77 1.841, H88 1.090, H89 1.090, H90 1.090
83 H -6.256 -1.656 4.131  C80 1.090
84 H -6.976 -3.116 3.457  C80 1.090
85 H -8.171 -0.255 3.542  C81 1.090
86 H -8.543 -1.390 4.735  C81 1.090
87 H -9.104 -1.642 3.013  C81 1.090
88 H -5.697 0.680 3.040  C82 1.090
89 H -6.472 0.778 1.474  C82 1.090
90 H -4.773 1.387 1.650  C82 1.090
91 O -0.325 -2.053 6.364  S92 1.481
92 S 0.486 -2.528 5.219  O91 1.481, O93 1.446, O94 1.677, C97 1.887
93 O 1.894 -2.231 5.076  S92 1.446
94 O 0.175 -4.160 4.989  S92 1.677, C95 1.385
95 C 1.257 -4.887 4.522  O94 1.385, C96 1.538, H98 1.090, H99 1.090
96 C 0.748 -6.228 3.965  C95 1.538, H100 1.090, H101 1.090, H102 1.090
97 C -0.405 -1.915 3.673  S92 1.887, H103 1.090, H104 1.090, H105 1.090
98 H 1.839 -5.100 5.419  C95 1.090
99 H 1.909 -4.361 3.825  C95 1.090
100 H 1.454 -6.827 3.390  C96 1.090
101 H -0.103 -6.118 3.292  C96 1.090
102 H 0.371 -6.841 4.784  C96 1.090
103 H -1.437 -2.268 3.678  C97 1.090
104 H 0.172 -2.396 2.883  C97 1.090
105 H -0.348 -0.827 3.703  C97 1.090
106 O 0.894 -4.099 0.726  S107 1.469
107 S 0.238 -5.257 0.105  O106 1.469, O108 1.454, O109 1.690, C112 1.790
108 O 0.456 -6.610 0.591  S107 1.454
109 O -1.422 -4.941 0.108  S107 1.690, C110 1.431
110 C -1.990 -4.645 1.388  O109 1.431, C111 1.557, H113 1.090, H114 1.090
111 C -2.662 -5.943 1.927  C110 1.557, H115 1.090, H116 1.090, H117 1.090
112 C 0.435 -5.195 -1.673  S107 1.790, H118 1.090, H119 1.090, H120 1.090
113 H -2.749 -3.866 1.316  C110 1.090
114 H -1.283 -4.243 2.114  C110 1.090
115 H -3.487 -6.236 1.277  C111 1.090
116 H -3.190 -5.670 2.841  C111 1.090
117 H -1.961 -6.772 2.018  C111 1.090
118 H 1.498 -5.103 -1.894  C112 1.090
119 H -0.034 -4.288 -2.055  C112 1.090
120 H 0.050 -6.131 -2.079  C112 1.090
121 O 4.854 2.144 5.756  S122 1.473
122 S 5.084 1.459 4.473  O121 1.473, O123 1.472, O124 1.675, C127 1.846
123 O 4.114 1.513 3.366  S122 1.472
124 O 6.607 1.927 3.957  S122 1.675, C125 1.422
125 C 7.132 1.468 2.718  O124 1.422, C126 1.505, H128 1.090, H129 1.090
126 C 8.400 2.242 2.478  C125 1.505, H130 1.090, H131 1.090, H132 1.090
127 C 5.552 -0.287 4.849  S122 1.846, H133 1.090, H134 1.090, H135 1.090
128 H 6.449 1.772 1.924  C125 1.090
129 H 7.334 0.402 2.819  C125 1.090
130 H 8.235 3.320 2.457  C126 1.090
131 H 8.837 2.039 1.500  C126 1.090
132 H 9.206 2.035 3.182  C126 1.090
133 H 5.779 -0.762 3.895  C127 1.090
134 H 4.668 -0.690 5.345  C127 1.090
135 H 6.388 -0.299 5.547  C127 1.090
136 O 0.851 2.999 3.583  S137 1.472
137 S 0.937 3.807 4.810  O136 1.472, O138 1.441, O139 1.675, C142 1.861
138 O -0.144 4.702 5.133  S137 1.441
139 O 1.138 2.821 6.150  S137 1.675, C140 1.383
140 C 1.506 1.510 5.912  O139 1.383, C141 1.545, H143 1.090, H144 1.090
141 C 1.885 0.879 7.271  C140 1.545, H145 1.090, H146 1.090, H147 1.090
142 C 2.504 4.809 4.757  S137 1.861, H148 1.090, H149 1.090, H150 1.090
143 H 2.422 1.450 5.324  C140 1.090
144 H 0.824 0.973 5.253  C140 1.090
145 H 2.735 1.497 7.562  C141 1.090
146 H 2.241 -0.146 7.175  C141 1.090
147 H 1.203 1.082 8.097  C141 1.090
148 H 3.398 4.197 4.886  C142 1.090
149 H 2.484 5.560 5.546  C142 1.090
150 H 2.510 5.425 3.858  C142 1.090
151 O -3.650 6.246 2.902  S152 1.445
152 S -3.415 5.075 2.089  O151 1.445, O153 1.451, O154 1.688, C157 1.790
153 O -4.536 4.234 1.712  S152 1.451
154 O -2.413 5.368 0.763  S152 1.688, C155 1.426
155 C -2.121 4.228 -0.042  O154 1.426, C156 1.529, H158 1.090, H159 1.090
156 C -1.429 4.649 -1.339  C155 1.529, H160 1.090, H161 1.090, H162 1.090
157 C -2.291 4.069 3.052  S152 1.790, H163 1.090, H164 1.090, H165 1.090
158 H -2.996 3.665 -0.367  C155 1.090
159 H -1.335 3.639 0.430  C155 1.090
160 H -1.165 3.805 -1.976  C156 1.090
161 H -0.470 5.139 -1.171  C156 1.090
162 H -2.062 5.224 -2.015  C156 1.090
163 H -2.133 3.126 2.528  C157 1.090
164 H -2.644 4.010 4.082  C157 1.090
165 H -1.349 4.615 3.005  C157 1.090
166 O 0.366 7.446 -3.997  S167 1.426
167 S 1.142 6.375 -4.531  O166 1.426, O168 1.495, O169 1.662, C172 1.880
168 O 2.598 6.498 -4.845  S167 1.495
169 O 0.995 4.995 -3.616  S167 1.662, C170 1.438
170 C 1.988 3.976 -3.818  O169 1.438, C171 1.509, H173 1.090, H174 1.090
171 C 1.359 2.658 -3.435  C170 1.509, H175 1.090, H176 1.090, H177 1.090
172 C 0.184 5.753 -6.024  S167 1.880, H178 1.090, H179 1.090, H180 1.090
173 H 2.898 4.291 -3.308  C170 1.090
174 H 2.092 3.850 -4.896  C170 1.090
175 H 1.998 1.812 -3.690  C171 1.090
176 H 0.387 2.655 -3.927  C171 1.090
177 H 1.044 2.623 -2.393  C171 1.090
178 H 0.391 4.685 -6.092  C172 1.090
179 H 0.389 6.336 -6.922  C172 1.090
180 H -0.860 5.896 -5.748  C172 1.090
181 O -2.577 1.050 0.683  S182 1.436
182 S -1.451 0.434 0.038  O181 1.436, O183 1.505, O184 1.668, C187 1.878
183 O -0.832 1.165 -1.124  S182 1.505
184 O -0.259 0.046 1.139  S182 1.668, C185 1.377
185 C 0.969 -0.419 0.726  O184 1.377, C186 1.507, H188 1.090, H189 1.090
186 C 1.965 0.146 1.706  C185 1.507, H190 1.090, H191 1.090, H192 1.090
187 C -1.917 -1.332 -0.398  S182 1.878, H193 1.090, H194 1.090, H195 1.090
188 H 1.208 -0.007 -0.254  C185 1.090
189 H 1.043 -1.504 0.658  C185 1.090
190 H 1.941 1.235 1.729  C186 1.090
191 H 3.017 -0.120 1.606  C186 1.090
192 H 1.667 -0.241 2.681  C186 1.090
193 H -2.707 -1.329 -1.148  C187 1.090
194 H -2.368 -1.858 0.444  C187 1.090
195 H -0.990 -1.812 -0.713  C187 1.090

As for the HOMO-LUMO gap: 10.396 eV. Its maximum force is 4.21 eV/A. For the LUMO energy, the calculation gives -0.2 eV. The value obtained for the energy above the lowest of the compared OMol25 structures with the same formula, charge and spin is 112.7 kcal/mol. Its total energy is -262830.7539 eV.